Entry 1:
The following is a quantum chemistry calculation of a cluster of 6 separate species, C13H40N2O7 in total in a non-equilibrium geometry, from the Open Molecules 2025 dataset.

The geometry in XYZ format:
```
62
Properties=species:S:1:pos:R:3:lowdin_charge:R:1
O 2.448 -1.490 5.137 -0.171
O -1.496 -5.319 -3.128 -0.132
O 2.867 2.416 1.199 -0.098
O -0.308 -0.643 -2.224 -0.138
O 2.900 4.647 -0.883 -0.052
O -2.257 3.345 0.629 -0.195
O -0.971 -2.581 -4.363 -0.137
N -2.180 0.724 -0.593 0.063
N -0.718 -2.439 3.274 0.036
C 2.552 -0.947 6.424 -0.125
C 0.503 -1.333 -1.347 -0.180
C -2.611 1.867 -2.854 -0.030
C 0.022 -2.337 -5.376 -0.131
C 2.502 3.330 -0.987 -0.265
C 1.113 -1.394 4.682 -0.210
C 0.712 -2.256 3.481 -0.445
C -2.608 3.126 -0.781 -0.209
C -2.013 1.918 -1.429 -0.431
C -0.306 -5.258 -2.325 -0.154
C 1.357 -1.857 2.191 -0.079
C 1.780 2.763 0.280 -0.179
C -2.245 4.743 0.866 -0.123
H 1.060 1.945 0.275 0.097
H -3.201 5.163 0.551 0.086
H 1.305 3.617 0.762 0.108
H -0.368 -6.148 -1.698 0.074
H 0.570 -5.269 -2.973 0.078
H -0.882 -3.007 2.455 0.067
H -1.057 -0.274 -1.750 0.010
H 0.840 -1.028 1.709 0.062
H 1.197 -2.047 -1.791 0.085
H -1.229 -1.608 3.011 0.063
H 3.583 -1.012 6.771 0.089
H -1.427 -4.480 -3.589 0.022
H 2.419 -1.615 2.226 0.085
H -3.689 3.266 -0.794 0.130
H 0.965 -2.173 -4.854 0.077
H 3.410 4.852 -0.095 0.095
H -1.038 -1.755 -3.878 0.042
H -0.958 2.142 -1.584 0.132
H -3.159 0.732 -0.345 0.096
H -2.270 3.949 -1.411 0.120
H -0.334 -4.402 -1.651 0.059
H -0.169 -1.455 -5.988 0.071
H -1.946 5.050 1.868 0.089
H 2.458 2.267 2.055 0.070
H 1.859 3.175 -1.853 0.109
H 2.064 -1.560 7.182 0.085
H -3.685 2.048 -2.896 0.086
H 2.140 0.062 6.398 0.090
H 1.145 -0.659 -0.780 0.065
H 0.814 -0.381 4.411 0.125
H 0.491 -1.741 5.507 0.119
H 0.067 -3.085 -6.168 0.079
H 1.041 -3.275 3.686 0.139
H -2.353 0.854 -3.162 0.067
H -1.722 0.915 0.287 0.080
H 3.387 2.796 -1.335 0.118
H -0.117 -1.880 -0.637 0.072
H 1.269 -2.704 1.510 0.075
H -1.505 5.205 0.212 0.080
H -2.018 2.491 -3.522 0.088
```

## Properties
Total charge   0
Highest occupied orbital energy   -0.3505 Ha
SMILES   COC[C@H](C)N.COC[C@H](C)N.OCCO.CO.CO.CO
Energy above the lowest of the compared OMol25 structures with the same formula, charge and spin   4.980 eV
Strongest force on any atom   2.57 eV Å⁻¹
Gap between HOMO and LUMO   9.81 eV

=====

Entry 2:
The following is a quantum chemistry calculation of a structure of composition C3H7O2P in a non-equilibrium geometry, from the Open Molecules 2025 dataset.

The geometry in XYZ format:
```
13
Properties=species:S:1:pos:R:3:lowdin_charge:R:1
P 1.505 -0.735 0.006 0.905
O -0.731 -0.898 -0.382 -0.248
O -2.769 0.108 0.417 -0.011
C -0.655 0.435 -0.952 -0.180
C 2.009 0.779 0.418 -0.314
C -1.331 0.172 0.277 -0.479
H -1.245 0.424 -1.969 0.105
H -1.003 0.528 1.311 0.158
H -3.130 -0.531 -0.181 0.070
H 2.530 0.799 1.442 0.027
H 1.138 1.479 0.335 0.012
H 2.475 -1.733 0.566 -0.010
H 1.208 -0.827 -1.288 -0.035
```

## Properties
Total charge   0
Highest occupied orbital energy (alpha / beta)   -0.2708 / -0.2719 Ha
Energy above the lowest of the compared OMol25 structures with the same formula, charge and spin   8.164 eV
Strongest force on any atom   3.60 eV Å⁻¹
Gap between HOMO and LUMO (alpha / beta)   6.46 / 6.51 eV

=====

Entry 3:
The following is a quantum chemistry calculation of the molecule C3H2ClNO in a non-equilibrium geometry, from the Open Molecules 2025 dataset.

The geometry in XYZ format:
```
8
Properties=species:S:1:pos:R:3:lowdin_charge:R:1
Cl -1.469 -1.684 0.381 0.651
O 0.228 -0.379 -1.153 -0.060
N -1.380 2.146 0.338 0.199
C -1.044 1.065 0.100 -0.205
C -0.499 -0.199 -0.056 -0.833
C 1.088 -0.307 0.003 -0.001
H 1.385 -1.296 0.320 0.102
H 1.690 0.654 0.066 0.147
```

## Properties
Total charge   0
Highest occupied orbital energy   -0.4061 Ha
SMILES   N#C[C@]1(Cl)CO1
Energy above the lowest of the compared OMol25 structures with the same formula, charge and spin   1.796 eV
Strongest force on any atom   3.86 eV Å⁻¹
Gap between HOMO and LUMO   11.64 eV

=====

Entry 4:
The following is a quantum chemistry calculation of a structure of composition C16H20Br12O12 in a non-equilibrium geometry, from the Open Molecules 2025 dataset.

The geometry in XYZ format:
```
60
Properties=species:S:1:pos:R:3:lowdin_charge:R:1
Br 6.954 -17.250 11.843 0.605
Br 8.788 -13.987 -0.144 0.608
Br 13.327 -16.557 1.610 0.569
Br 11.774 -19.741 9.032 0.597
Br 13.163 -18.786 3.938 0.637
Br 7.657 -18.010 8.870 0.593
Br 14.469 -16.046 4.685 0.553
Br 7.856 -11.691 1.961 0.552
Br 5.915 -13.863 0.833 0.537
Br 12.297 -16.906 7.770 0.644
Br 14.619 -19.086 7.980 0.546
Br 6.670 -15.089 9.486 0.576
O 9.739 -14.014 5.834 0.058
O 10.456 -14.659 9.614 0.113
O 11.675 -14.478 4.823 0.092
O 9.721 -11.699 8.040 0.067
O 4.314 -9.837 4.780 0.043
O 2.154 -9.851 5.391 0.137
O 11.418 -16.112 11.037 0.001
O 10.165 -10.935 5.946 0.042
O 3.672 -10.876 6.675 0.085
O 9.923 -15.886 4.644 0.035
O 12.434 -14.196 10.626 0.066
O 7.984 -11.166 6.681 0.145
C 8.601 -14.844 6.301 -0.041
C 11.141 -11.955 7.809 -0.062
C 5.069 -11.162 6.550 -0.128
C 11.368 -14.925 10.345 -0.615
C 5.529 -10.215 5.479 -0.136
C 12.712 -18.801 7.682 -1.594
C 13.159 -16.957 3.531 -1.594
C 8.633 -16.007 5.272 -0.073
C 3.285 -10.173 5.643 -0.588
C 7.464 -12.789 0.390 -1.646
C 11.410 -11.361 6.375 -0.135
C 13.147 -14.730 11.749 -0.063
C 7.649 -16.643 10.186 -1.652
C 9.156 -11.249 6.901 -0.486
C 10.534 -14.742 5.067 -0.585
C 12.604 -16.175 11.811 -0.113
H 7.366 -12.191 -0.484 -0.037
H 12.470 -19.185 6.729 -0.092
H 11.415 -13.002 7.857 0.103
H 14.189 -14.622 11.655 0.118
H 6.248 -10.574 4.748 0.103
H 5.106 -12.175 6.200 0.123
H 8.710 -15.236 7.271 0.059
H 7.926 -15.991 4.412 0.147
H 12.140 -10.587 6.454 0.120
H 12.300 -16.486 12.820 0.138
H 7.783 -14.147 6.245 0.121
H 11.687 -11.447 8.568 0.113
H 8.573 -16.889 5.842 0.088
H 12.724 -14.236 12.670 0.151
H 12.210 -16.595 3.878 -0.079
H 13.161 -16.959 11.388 0.107
H 5.605 -11.028 7.522 0.140
H 11.787 -12.124 5.782 0.084
H 8.681 -16.358 10.467 -0.040
H 5.886 -9.259 5.949 0.145
```

## Properties
Total charge   0
Highest occupied orbital energy   -0.3724 Ha
Strongest force on any atom   3.47 eV Å⁻¹
Gap between HOMO and LUMO   9.95 eV

=====

Entry 5:
The following is a quantum chemistry calculation of a cluster of 2 separate species, C4H6 in total in a non-equilibrium geometry, from the Open Molecules 2025 dataset.

The geometry in XYZ format:
```
10
Properties=species:S:1:pos:R:3:lowdin_charge:R:1
C -2.225 0.316 -0.045 -0.124
C -1.102 -0.276 -0.041 -0.134
C 2.413 -0.484 -0.193 -0.084
C 2.571 0.626 0.116 -0.052
H -0.186 -0.296 -0.711 0.053
H 2.170 -1.608 0.059 0.091
H 2.906 1.710 0.229 0.065
H -2.886 0.100 0.832 0.070
H -2.467 1.063 -0.848 0.067
H -1.193 -1.151 0.602 0.047
```

## Properties
Total charge   0
Highest occupied orbital energy   -0.3738 Ha
SMILES   C#C.C=C
Energy above the lowest of the compared OMol25 structures with the same formula, charge and spin   3.149 eV
Strongest force on any atom   7.88 eV Å⁻¹
Gap between HOMO and LUMO   11.42 eV

=====

Entry 6:
The following is a quantum chemistry calculation of the molecule C11H11ClN2O in a non-equilibrium geometry, from the Open Molecules 2025 dataset.

The geometry in XYZ format:
```
26
Properties=species:S:1:pos:R:3:lowdin_charge:R:1
Cl -4.900 0.390 0.424 0.643
O -0.188 -2.232 -0.776 0.086
N -1.174 -0.289 -0.046 0.020
N -3.214 0.436 0.670 -0.499
C -2.462 -0.767 -0.090 -0.300
C -1.051 1.096 0.511 -0.118
C 1.691 0.117 0.966 -0.033
C 1.287 -0.489 -0.253 -0.151
C 2.249 -0.745 -1.186 0.019
C 3.011 0.467 1.258 -0.036
C 3.912 0.398 0.175 -0.099
C -0.067 -1.105 -0.312 -0.349
C -3.021 -1.772 -0.701 0.041
C 3.515 -0.049 -1.048 -0.062
C -2.484 1.576 0.247 -0.271
H -4.044 -2.240 -0.474 0.089
H -2.383 -2.436 -1.244 0.047
H 4.274 0.035 -1.765 0.083
H -2.534 2.517 0.859 0.142
H 1.038 0.305 1.684 0.044
H 1.890 -1.259 -2.060 0.116
H 3.240 0.876 2.199 0.089
H -2.365 1.693 -0.827 0.123
H -0.366 1.660 -0.031 0.103
H -0.835 1.088 1.662 0.154
H 4.984 0.727 0.158 0.121
```

## Properties
Total charge   0
Highest occupied orbital energy   -0.3210 Ha
SMILES   C=C1N(Cl)CCN1C(=O)c1ccccc1
Energy above the lowest of the compared OMol25 structures with the same formula, charge and spin   3.125 eV
Strongest force on any atom   4.75 eV Å⁻¹
Gap between HOMO and LUMO   9.27 eV

=====

What did the first record say?
The following is a quantum chemistry calculation of a cluster of 6 separate species, C13H40N2O7 in total in a non-equilibrium geometry, from the Open Molecules 2025 dataset.

The geometry in XYZ format:
```
62
Properties=species:S:1:pos:R:3:lowdin_charge:R:1
O 2.448 -1.490 5.137 -0.171
O -1.496 -5.319 -3.128 -0.132
O 2.867 2.416 1.199 -0.098
O -0.308 -0.643 -2.224 -0.138
O 2.900 4.647 -0.883 -0.052
O -2.257 3.345 0.629 -0.195
O -0.971 -2.581 -4.363 -0.137
N -2.180 0.724 -0.593 0.063
N -0.718 -2.439 3.274 0.036
C 2.552 -0.947 6.424 -0.125
C 0.503 -1.333 -1.347 -0.180
C -2.611 1.867 -2.854 -0.030
C 0.022 -2.337 -5.376 -0.131
C 2.502 3.330 -0.987 -0.265
C 1.113 -1.394 4.682 -0.210
C 0.712 -2.256 3.481 -0.445
C -2.608 3.126 -0.781 -0.209
C -2.013 1.918 -1.429 -0.431
C -0.306 -5.258 -2.325 -0.154
C 1.357 -1.857 2.191 -0.079
C 1.780 2.763 0.280 -0.179
C -2.245 4.743 0.866 -0.123
H 1.060 1.945 0.275 0.097
H -3.201 5.163 0.551 0.086
H 1.305 3.617 0.762 0.108
H -0.368 -6.148 -1.698 0.074
H 0.570 -5.269 -2.973 0.078
H -0.882 -3.007 2.455 0.067
H -1.057 -0.274 -1.750 0.010
H 0.840 -1.028 1.709 0.062
H 1.197 -2.047 -1.791 0.085
H -1.229 -1.608 3.011 0.063
H 3.583 -1.012 6.771 0.089
H -1.427 -4.480 -3.589 0.022
H 2.419 -1.615 2.226 0.085
H -3.689 3.266 -0.794 0.130
H 0.965 -2.173 -4.854 0.077
H 3.410 4.852 -0.095 0.095
H -1.038 -1.755 -3.878 0.042
H -0.958 2.142 -1.584 0.132
H -3.159 0.732 -0.345 0.096
H -2.270 3.949 -1.411 0.120
H -0.334 -4.402 -1.651 0.059
H -0.169 -1.455 -5.988 0.071
H -1.946 5.050 1.868 0.089
H 2.458 2.267 2.055 0.070
H 1.859 3.175 -1.853 0.109
H 2.064 -1.560 7.182 0.085
H -3.685 2.048 -2.896 0.086
H 2.140 0.062 6.398 0.090
H 1.145 -0.659 -0.780 0.065
H 0.814 -0.381 4.411 0.125
H 0.491 -1.741 5.507 0.119
H 0.067 -3.085 -6.168 0.079
H 1.041 -3.275 3.686 0.139
H -2.353 0.854 -3.162 0.067
H -1.722 0.915 0.287 0.080
H 3.387 2.796 -1.335 0.118
H -0.117 -1.880 -0.637 0.072
H 1.269 -2.704 1.510 0.075
H -1.505 5.205 0.212 0.080
H -2.018 2.491 -3.522 0.088
```

## Properties
Total charge   0
Highest occupied orbital energy   -0.3505 Ha
SMILES   COC[C@H](C)N.COC[C@H](C)N.OCCO.CO.CO.CO
Energy above the lowest of the compared OMol25 structures with the same formula, charge and spin   4.980 eV
Strongest force on any atom   2.57 eV Å⁻¹
Gap between HOMO and LUMO   9.81 eV

=====

> Look up the strongest force on any atom of the second one.

3.60 eV Å⁻¹